# 1
{
  "formula": "C21H24N4Ru",
  "method": "the ωB97M-V functional and the def2-TZVPD basis",
  "gap_ha": [0.194, 0.183],
  "multiplicity": 2,
  "relative_energy_ev": 2.543,
  "total_charge": -1,
  "homo_energy_ev": [-2.488, -2.161],
  "species": ["Ru", "N", "C", "C", "N", "H", "H", "H", "H", "H", "H", "H", "H", "C", "N", "C", "C", "C", "C", "C", "N", "C", "C", "C", "C", "C", "C", "H", "H", "H", "H", "H", "H", "H", "H", "H", "H", "H", "C", "C", "C", "C", "C", "C", "C", "H", "H", "H", "H", "H"],
  "positions_angstrom": [[-0.806893, -0.099207, -0.255257], [1.549413, 0.517674, 0.419969], [1.752262, 0.708647, 1.843783], [0.959678, -0.338808, 2.615724], [-0.455931, -0.250852, 2.273779], [1.957677, -0.345770, 0.085352], [1.916465, 1.280176, -0.130282], [1.380213, 1.701681, 2.111183], [2.803961, 0.649794, 2.155904], [1.155457, -0.208753, 3.688462], [1.304753, -1.333964, 2.325292], [-0.864444, 0.609532, 2.612483], [-0.980796, -1.025995, 2.649626], [-1.274613, 3.111600, -1.154350], [-1.862325, 1.776125, -1.289461], [-1.365930, 0.926377, -2.194009], [-1.054702, -1.447292, -2.739371], [-1.122580, -2.555468, -3.581372], [0.013071, -3.338610, -3.297963], [0.704600, -2.670303, -2.291382], [0.068932, -1.523758, -1.951043], [-0.539822, 3.670353, -2.339942], [0.813267, 3.390038, -2.554282], [1.488137, 3.922965, -3.637167], [0.840742, 4.754786, -4.541473], [-0.510468, 5.032212, -4.346393], [-1.182217, 4.490284, -3.265601], [-0.596087, 3.098296, -0.291322], [-2.095885, 3.790427, -0.897725], [-0.486462, 1.184473, -2.792599], [-1.897366, -2.755408, -4.308886], [0.299394, -4.268865, -3.771242], [1.627595, -2.973770, -1.811013], [1.323244, 2.733432, -1.859948], [2.534680, 3.685841, -3.793338], [1.372796, 5.171206, -5.386529], [-1.032278, 5.672235, -5.047947], [-2.236145, 4.704867, -3.125365], [-1.960524, -0.324817, -2.459252], [-3.327016, -0.644552, -1.950427], [-3.427084, -1.139501, -0.643108], [-4.672592, -1.427976, -0.095867], [-5.822481, -1.263911, -0.850670], [-5.731778, -0.805927, -2.159289], [-4.482788, -0.488480, -2.694424], [-2.510682, -1.398203, -0.086690], [-4.735188, -1.774520, 0.930496], [-6.791756, -1.496133, -0.423220], [-6.625175, -0.695073, -2.761841], [-4.417573, -0.099994, -3.704250]],
  "forces_ev_per_angstrom": [[-0.74, -0.03, -1.96], [0.05, 0.12, -0.20], [-0.08, -0.16, 0.03], [-0.06, 0.08, -0.01], [0.06, 0.08, -0.45], [-0.04, -0.04, -0.11], [0.02, 0.03, -0.02], [0.02, 0.03, -0.01], [-0.01, 0.04, 0.03], [0.03, -0.03, 0.01], [0.01, -0.01, 0.01], [-0.05, 0.02, 0.01], [-0.06, -0.06, -0.06], [-0.15, -0.45, 0.21], [-0.60, 0.35, 0.62], [0.45, 0.17, -0.29], [0.47, -0.39, -0.40], [-0.25, 0.21, -0.04], [0.15, -0.06, 0.06], [-0.04, -0.21, -0.11], [0.02, -0.06, 0.62], [0.31, 0.13, -0.19], [-0.37, 0.05, 0.14], [0.29, 0.05, -0.25], [-0.33, -0.06, 0.20], [0.35, 0.03, -0.25], [-0.19, -0.08, 0.19], [0.09, 0.19, -0.06], [0.08, 0.12, 0.00], [0.00, -0.16, 0.07], [0.00, -0.02, 0.01], [0.01, 0.03, 0.00], [-0.03, 0.05, 0.02], [0.03, -0.01, 0.01], [-0.01, -0.02, 0.05], [0.02, 0.01, -0.01], [-0.04, 0.00, 0.02], [0.00, 0.00, 0.02], [0.86, 0.07, 2.01], [0.29, -0.10, 0.41], [-0.51, -0.26, -0.23], [0.42, 0.05, 0.12], [-0.29, 0.08, -0.20], [0.27, -0.03, 0.13], [-0.39, 0.14, -0.11], [-0.09, 0.16, 0.00], [-0.04, -0.07, -0.04], [0.00, 0.00, 0.00], [-0.01, 0.03, 0.00], [0.06, -0.02, -0.01]]
}

# 2
{
  "formula": "C21H24N6O4S2",
  "method": "the ωB97M-V functional and the def2-TZVPD basis",
  "smiles": "CCC(=O)Nc1cccc(NC(=O)CSc2nnc(-c3ccc(NS(C)(=O)=O)cc3)n2C)c1",
  "gap_ha": 0.308,
  "multiplicity": 1,
  "relative_energy_ev": 0.263,
  "total_charge": 0,
  "homo_energy_ev": -8.044,
  "species": ["C", "C", "C", "O", "N", "C", "C", "C", "C", "C", "N", "C", "O", "C", "S", "C", "N", "N", "C", "C", "C", "C", "C", "N", "S", "C", "O", "O", "C", "C", "N", "C", "C", "H", "H", "H", "H", "H", "H", "H", "H", "H", "H", "H", "H", "H", "H", "H", "H", "H", "H", "H", "H", "H", "H", "H", "H"],
  "positions_angstrom": [[-2.846016, -3.002796, -1.143143], [-1.704958, -3.600922, -0.321088], [-0.615981, -2.573797, -0.065378], [0.399241, -2.525896, -0.730897], [-0.896905, -1.729100, 0.963038], [-0.062081, -0.733116, 1.479297], [-0.645282, 0.352979, 2.126809], [0.156653, 1.356653, 2.635143], [1.531343, 1.292364, 2.509980], [2.118165, 0.191251, 1.891467], [3.512190, 0.196848, 1.736345], [4.301468, -0.779838, 1.205747], [3.968388, -1.931044, 1.049202], [5.657529, -0.265231, 0.749171], [5.515925, 0.104910, -1.049202], [4.067047, 1.081890, -0.947333], [3.990392, 2.230471, -0.330039], [2.710274, 2.584715, -0.308608], [1.996670, 1.652060, -0.910244], [0.548257, 1.712253, -0.915183], [-0.027533, 2.852068, -0.343662], [-1.387236, 2.941940, -0.158776], [-2.218206, 1.891584, -0.544051], [-3.594770, 1.957190, -0.319239], [-4.484513, 0.641693, 0.205446], [-5.281233, 0.085448, -1.310415], [-3.622819, -0.396561, 0.699021], [-5.484023, 1.164194, 1.083271], [-1.660125, 0.782762, -1.165651], [-0.292477, 0.689340, -1.345886], [2.831868, 0.661718, -1.353620], [2.574243, -0.546677, -2.084934], [1.321879, -0.829864, 1.388810], [-3.311928, -2.185304, -0.598654], [-2.467502, -2.633295, -2.094321], [-3.598371, -3.762112, -1.344685], [-2.088501, -3.969467, 0.631257], [-1.253193, -4.430295, -0.867327], [-1.866951, -1.651342, 1.244264], [-1.720508, 0.405559, 2.208323], [-0.293611, 2.205127, 3.127431], [2.151223, 2.095981, 2.877549], [3.932666, 1.104997, 1.890733], [5.983153, 0.640155, 1.258106], [6.408981, -1.049038, 0.815713], [0.626946, 3.645736, -0.022535], [-1.816346, 3.819017, 0.303402], [-3.908732, 2.801146, 0.134993], [-4.522405, -0.133920, -2.048430], [-5.861037, -0.799228, -1.079531], [-5.926242, 0.888066, -1.639865], [-2.291986, -0.031687, -1.477484], [0.099312, -0.203415, -1.799561], [3.531130, -1.028424, -2.286929], [1.955610, -1.232904, -1.503196], [2.085030, -0.315303, -3.032055], [1.775873, -1.689548, 0.927420]],
  "forces_ev_per_angstrom": [[0.06, -0.08, 0.08], [0.03, 0.02, -0.18], [-0.38, -0.38, 0.03], [0.21, -0.08, -0.17], [-0.30, 0.09, 0.24], [0.32, 0.48, 0.24], [-0.08, -0.18, -0.07], [0.12, -0.09, 0.03], [0.04, -0.05, 0.04], [-0.39, -0.11, 0.12], [0.04, 0.30, 0.34], [0.42, 0.18, 0.25], [-0.12, -0.28, -0.15], [-0.14, 0.01, -0.38], [0.15, 0.12, 0.17], [0.41, -0.15, -0.27], [0.97, -0.13, -0.18], [-0.97, 0.27, 0.07], [0.65, -0.06, -0.02], [-0.63, 0.03, -0.06], [0.02, -0.14, -0.15], [-0.29, -0.11, -0.08], [0.91, -0.29, -0.28], [-0.74, -0.36, 0.32], [-0.28, 0.12, -0.28], [0.37, 0.22, 0.71], [0.02, 0.12, -0.24], [-0.19, 0.24, -0.13], [0.00, 0.17, -0.04], [0.08, 0.21, 0.00], [0.13, 0.82, 0.51], [-0.29, -0.66, -0.30], [0.10, -0.23, -0.10], [-0.08, 0.01, -0.08], [0.00, 0.05, -0.12], [-0.08, -0.02, -0.05], [0.02, -0.05, 0.01], [0.05, 0.07, 0.12], [0.15, -0.15, -0.05], [-0.11, 0.03, 0.02], [-0.05, 0.09, 0.04], [0.08, 0.11, 0.04], [0.02, -0.21, -0.22], [0.00, -0.06, 0.04], [-0.07, 0.00, 0.11], [0.01, 0.09, 0.06], [-0.03, 0.12, 0.09], [-0.20, 0.03, 0.11], [0.17, -0.04, -0.14], [-0.05, -0.15, 0.13], [-0.09, 0.16, -0.07], [-0.01, -0.14, -0.10], [0.07, -0.14, 0.00], [-0.15, 0.06, 0.02], [0.06, 0.08, -0.07], [0.01, -0.01, 0.02], [0.00, 0.04, 0.01]]
}

# 3
{
  "formula": "C21H24NO7PSTeW",
  "method": "the ωB97M-V functional and the def2-TZVPD basis",
  "gap_ha": [0.234, 0.238],
  "multiplicity": 3,
  "total_charge": 0,
  "homo_energy_ev": [-7.468, -7.538],
  "species": ["W", "C", "C", "C", "C", "C", "C", "H", "H", "H", "H", "H", "H", "C", "C", "C", "C", "N", "C", "C", "C", "C", "C", "C", "C", "H", "H", "H", "H", "H", "H", "H", "H", "O", "S", "O", "O", "O", "C", "C", "O", "P", "O", "Te", "O", "C", "C", "H", "H", "H", "H", "H", "H", "H", "H", "H", "H"],
  "positions_angstrom": [[-0.817409, -0.485085, 0.354865], [-3.643125, -2.645237, 2.502267], [-4.145684, -2.583409, 1.204061], [-3.302949, -2.763788, 0.128668], [-1.940556, -3.006247, 0.342561], [-1.439657, -3.053279, 1.638990], [-2.301558, -2.880111, 2.722426], [-4.300567, -2.483406, 3.345616], [-5.197242, -2.387893, 1.040807], [-3.682426, -2.727643, -0.884666], [-1.308419, -3.259003, -0.498659], [-0.402258, -3.306041, 1.817655], [-1.913623, -2.900532, 3.730230], [3.073182, -2.390413, 0.992621], [3.416006, -2.842217, -0.276471], [2.535440, -2.667595, -1.323739], [1.312060, -2.047672, -1.100515], [0.984755, -1.623942, 0.146883], [1.854417, -1.778451, 1.163407], [0.307669, -1.759906, -2.139876], [0.451804, -2.160923, -3.464864], [-0.518453, -1.814158, -4.389233], [-1.614797, -1.056335, -3.993714], [-1.745244, -0.649561, -2.673262], [-0.795334, -1.004147, -1.715969], [3.740982, -2.495800, 1.834688], [4.373209, -3.317160, -0.447284], [2.793684, -2.988500, -2.321151], [1.535104, -1.385363, 2.118643], [1.311102, -2.734057, -3.788820], [-0.414092, -2.122039, -5.421182], [-2.361505, -0.771129, -4.724404], [-2.592311, -0.033913, -2.390254], [-1.602693, 1.873847, 2.785812], [-1.599479, 0.448313, 2.787500], [-2.337514, -0.070599, 1.442320], [-0.230774, -0.129613, 2.398247], [-2.172885, -0.227205, 3.906204], [2.306270, 3.549221, 2.541541], [2.678317, 2.544745, 1.476217], [1.494946, 1.851538, 1.026120], [0.782587, 2.188356, -0.337123], [-0.548557, 1.340015, -0.264750], [2.077220, 1.806391, -2.233615], [0.344361, 3.695815, -0.135544], [-0.128668, 4.529071, -1.217570], [0.786197, 5.721868, -1.349951], [3.209862, 4.007397, 2.946702], [1.763162, 3.060390, 3.349869], [1.669342, 4.328716, 2.126391], [3.339072, 1.770486, 1.864473], [3.169032, 3.012251, 0.619344], [-1.146027, 4.816237, -0.955410], [-0.146443, 3.949320, -2.142044], [0.835840, 6.276086, -0.412553], [0.415782, 6.389635, -2.129137], [1.788847, 5.392682, -1.623390]],
  "forces_ev_per_angstrom": [[-0.34, -0.13, -0.31], [0.02, 0.00, 0.05], [0.00, 0.00, -0.02], [-0.01, 0.01, -0.11], [0.06, 0.03, -0.24], [0.05, -0.11, 0.27], [0.04, 0.00, 0.02], [-0.01, 0.00, 0.00], [0.00, 0.00, 0.00], [0.00, 0.00, 0.01], [0.00, -0.01, 0.00], [0.01, 0.01, -0.02], [0.00, 0.00, 0.00], [-0.01, 0.01, 0.02], [0.00, 0.00, -0.01], [0.00, 0.00, 0.03], [-0.07, 0.03, -0.09], [0.35, -0.16, -0.11], [0.02, -0.03, -0.02], [0.05, 0.02, 0.08], [-0.01, 0.00, 0.01], [0.01, 0.00, 0.00], [0.00, 0.00, -0.01], [0.05, -0.04, -0.02], [-0.18, -0.07, -0.14], [0.00, 0.00, 0.00], [0.00, 0.00, 0.00], [0.02, 0.00, 0.01], [-0.02, 0.01, 0.00], [0.00, 0.00, 0.00], [0.00, 0.00, 0.00], [0.00, 0.00, 0.00], [-0.01, -0.01, 0.00], [-0.02, 0.01, -0.05], [0.17, 0.00, 0.28], [-0.40, 0.03, 0.33], [-0.28, 0.27, 0.14], [0.02, -0.02, -0.01], [-0.03, -0.01, 0.00], [0.02, 0.04, -0.03], [-0.08, -0.10, 0.15], [-0.34, 0.06, -0.24], [0.95, 0.26, 0.06], [-0.01, -0.05, 0.02], [-0.03, -0.03, 0.03], [0.03, 0.00, 0.00], [0.00, 0.00, -0.01], [0.00, 0.01, 0.00], [0.01, 0.00, 0.00], [0.00, 0.00, 0.00], [0.00, 0.00, 0.00], [0.01, -0.01, 0.00], [-0.01, 0.00, 0.00], [-0.01, -0.01, 0.00], [0.00, 0.00, 0.00], [0.00, 0.00, 0.00], [0.00, 0.01, 0.00]]
}

# 4
{
  "formula": "C21H24O2S",
  "method": "the ωB97M-V functional and the def2-TZVPD basis",
  "smiles": "CSc1ccc(COCC#C[C@@H](O)c2ccc(C(C)C)cc2)cc1",
  "gap_ha": 0.337,
  "multiplicity": 1,
  "relative_energy_ev": 0.000,
  "total_charge": 0,
  "homo_energy_ev": -8.434,
  "species": ["C", "S", "C", "C", "C", "C", "C", "O", "C", "C", "C", "C", "O", "C", "C", "C", "C", "C", "C", "C", "C", "C", "C", "C", "H", "H", "H", "H", "H", "H", "H", "H", "H", "H", "H", "H", "H", "H", "H", "H", "H", "H", "H", "H", "H", "H", "H", "H"],
  "positions_angstrom": [[-5.031412, 6.888751, 1.843721], [-4.154157, 6.909265, 3.466368], [-2.921055, 5.655199, 3.182271], [-2.803762, 4.629005, 4.085921], [-1.942692, 3.564369, 3.827868], [-1.112863, 3.591534, 2.686335], [-0.072076, 2.487874, 2.523716], [-0.174122, 1.861287, 1.222858], [-1.421974, 1.172515, 1.006936], [-1.309772, 0.226542, -0.128812], [-1.133005, -0.488312, -1.104204], [-0.795321, -1.347939, -2.269083], [-0.633085, -0.496943, -3.416544], [0.387611, -2.273349, -2.091540], [0.700208, -3.220050, -3.066398], [1.744561, -4.139690, -2.886268], [2.574477, -4.099731, -1.775537], [3.803549, -5.070405, -1.658827], [3.301920, -6.538684, -1.522386], [4.776882, -4.961557, -2.854317], [2.242657, -3.211353, -0.777911], [1.191972, -2.283143, -0.940130], [-1.206884, 4.623038, 1.766074], [-2.127698, 5.653220, 2.007570], [-5.083477, 5.863338, 1.443494], [-4.488847, 7.512422, 1.094111], [-6.057945, 7.277979, 1.982301], [-3.434699, 4.632898, 4.977453], [-1.831498, 2.736697, 4.476444], [0.919530, 2.887113, 2.683447], [-0.260493, 1.686634, 3.268199], [-2.206422, 1.896915, 0.756459], [-1.775315, 0.601799, 1.882282], [-1.681457, -1.974580, -2.420214], [0.164862, 0.055252, -3.292604], [0.084162, -3.246447, -3.963823], [1.926058, -4.867408, -3.679608], [4.355965, -4.840937, -0.759315], [2.820382, -6.945262, -2.430320], [4.096780, -7.281421, -1.273918], [2.552715, -6.577535, -0.705649], [4.250939, -5.030458, -3.811429], [5.494544, -5.784775, -2.798418], [5.325657, -4.024523, -2.823707], [2.766198, -3.148106, 0.171865], [1.038105, -1.634251, -0.087052], [-0.602772, 4.615890, 0.894808], [-2.256932, 6.457324, 1.287514]],
  "forces_ev_per_angstrom": [[0.35, 0.20, -0.43], [-0.24, -0.03, -0.52], [0.23, 0.46, -1.44], [-0.14, -0.92, 0.65], [0.77, 1.29, -1.40], [0.03, -0.67, 1.08], [-1.81, -0.84, -0.43], [0.08, -0.21, 0.29], [0.02, 0.01, -0.37], [0.73, -0.70, -1.41], [0.27, 0.81, 1.86], [-0.26, 0.87, 0.17], [0.20, -0.19, -0.05], [0.97, -0.22, 1.17], [-0.02, -0.39, 0.07], [-0.44, 0.53, -0.91], [1.12, -1.13, 0.11], [-1.08, -0.50, -0.91], [-0.23, -0.31, 0.47], [-0.35, -0.07, 0.37], [-0.63, 1.21, 0.16], [0.21, -0.72, -0.01], [-1.27, 0.67, 1.04], [-0.10, -0.30, 0.39], [-0.03, 0.35, 0.35], [-0.50, -0.37, 0.63], [0.64, -0.15, 0.04], [0.17, -0.07, -0.27], [-0.12, -0.63, 0.78], [0.36, -0.10, -0.44], [0.18, 0.49, -0.05], [0.04, 0.01, 0.15], [0.36, 0.27, 0.05], [0.10, 0.17, -0.52], [-0.56, -0.50, 0.11], [0.18, -0.13, 0.08], [0.00, 0.19, 0.20], [0.04, 0.25, 0.36], [0.11, 0.50, 0.22], [-0.27, 0.79, -0.10], [0.34, -0.12, -0.42], [0.06, -0.01, 0.13], [-0.01, 0.10, -0.06], [0.04, 0.14, -0.09], [0.26, -0.21, -0.23], [-0.38, 0.25, -0.26], [0.47, 0.06, -0.69], [0.12, -0.11, 0.12]]
}

| no. | E_tot (hartree) |
| --- | --- |
| 1 | -1128.4155 |
| 2 | -2240.5696 |
| 3 | -2470.8402 |
| 4 | -1363.1799 |